Here is a molecular structure, C16H14BF2O6S3SbW from the OMol25 dataset. Energies are from ωB97M-V with the def2-TZVPD basis set.

Each line ends with the Mulliken charge.
Element x y z (Å)
W  -0.5174  -2.5059  -0.4446  0.935
S  -2.2713  -4.7991  3.0079  -0.662
Sb  -1.7398  -5.2269  0.8730  0.438
S  0.6158  -4.2955  0.3593  -0.510
S  -2.6559  -3.4059  -0.5910  -0.532
C  4.7918  3.2596  -1.4794  -0.886
O  4.2898  2.0979  -0.8505  -0.443
C  3.1093  1.5906  -1.2969  0.887
C  2.3828  2.1642  -2.3632  -0.900
C  1.2046  1.5651  -2.7298  -1.441
C  0.7003  0.4170  -2.0976  -0.011
C  -0.5493  -0.1534  -2.5355  1.866
C  -1.3502  0.5027  -3.6311  -1.899
O  -1.0522  -1.1808  -2.0612  -0.607
C  1.4370  -0.1483  -1.0158  0.842
O  1.0631  -1.1867  -0.3489  -0.985
C  2.6486  0.4722  -0.6461  -0.404
H  5.7236  3.4980  -0.9735  0.262
H  4.1005  4.1000  -1.3765  0.343
H  4.9922  3.0849  -2.5396  0.346
H  2.7244  3.0428  -2.8868  0.384
H  0.6479  2.0062  -3.5455  0.339
H  -0.7533  0.6311  -4.5337  0.426
H  -1.6958  1.4851  -3.3053  0.381
H  -2.2067  -0.1284  -3.8489  0.382
H  3.2171  0.0548  0.1733  0.476
F  0.2854  -2.8465  -3.5441  -0.241
B  -0.0310  -3.5068  -2.4034  0.809
F  -0.0544  -4.8310  -2.6154  -0.247
O  -1.0118  -1.5598  4.3882  -0.683
C  -1.5785  -0.4188  3.9856  0.392
C  -2.0144  0.4699  4.9751  -0.704
C  -2.6181  1.6599  4.6280  -0.284
C  -2.8107  2.0060  3.2902  -0.742
C  -2.3779  1.1361  2.3106  -0.418
C  -1.7574  -0.0687  2.6383  -0.041
C  -1.2852  -0.9584  1.5634  1.689
O  -1.4582  -0.6771  0.3357  -0.626
O  -0.6874  -2.0396  1.8249  -0.899
H  -0.8388  -2.1270  3.6039  0.336
H  -1.8715  0.1877  6.0097  0.434
H  -2.9521  2.3311  5.4105  0.350
H  -3.2915  2.9386  3.0270  0.393
H  -2.5034  1.3630  1.2597  0.455

Properties
energy	-2796.3976	hartree
HOMO energy (alpha / beta)	-4.2 / -4.7	eV
⟨S²⟩	0.760
LUMO (alpha / beta)	2.2 / 2.2	eV
energy above the lowest of the compared OMol25 structures with the same formula, charge and spin	0.000	eV
charge	-1
gap between HOMO and LUMO (alpha / beta)	6.4 / 6.9	eV
spin multiplicity	2